Entry 1:
Molecular formula: C35H55N4OP2PbS
Method: DFT, the ωB97M-V functional and the def2-TZVPD basis

Structure (ORCA input):
```
! RIJCOSX wB97M-V def2-TZVPD def2/J DEFGRID3
* xyz 1 1
C -0.57 2.63 -1.10
C -1.70 0.85 -2.12
C -1.15 3.55 -1.98
C -2.46 1.77 -2.90
C -2.16 3.12 -2.84
H -0.81 4.59 -1.94
H -3.21 1.37 -3.58
H -2.68 3.84 -3.47
N -0.95 1.34 -1.07
P 0.49 2.23 1.47
P -0.93 -2.01 -1.98
C 0.58 3.03 -0.18
H 1.53 2.73 -0.65
H 0.60 4.12 -0.08
C 1.31 -2.46 1.75
O 2.11 -3.21 2.08
C -1.68 -0.51 -2.51
H -2.51 -0.73 -3.21
C -0.23 -2.58 -3.71
C -2.35 -3.24 -1.41
C 2.26 2.33 2.13
C -0.79 3.31 2.36
C 1.12 -3.23 -3.37
H 0.99 -4.12 -2.74
H 1.62 -3.53 -4.30
H 1.78 -2.53 -2.84
C -1.11 -3.56 -4.49
H -1.31 -4.50 -3.96
H -2.05 -3.11 -4.81
H -0.56 -3.83 -5.41
C -0.03 -1.36 -4.62
H 0.50 -1.67 -5.53
H -0.99 -0.91 -4.92
H 0.57 -0.58 -4.14
C -1.69 -4.62 -1.24
H -0.87 -4.57 -0.51
H -2.44 -5.33 -0.86
H -1.28 -5.03 -2.17
C -2.90 -2.78 -0.06
H -2.13 -2.76 0.73
H -3.36 -1.79 -0.10
H -3.67 -3.49 0.28
C -3.53 -3.28 -2.39
H -3.29 -3.71 -3.36
H -4.31 -3.92 -1.94
H -3.96 -2.28 -2.53
C -0.79 2.92 3.85
H -1.58 3.48 4.35
H -1.00 1.85 3.97
H 0.16 3.16 4.35
C -2.18 3.02 1.78
H -2.25 3.28 0.71
H -2.46 1.97 1.91
H -2.91 3.63 2.33
C -0.51 4.81 2.18
H -1.23 5.36 2.81
H 0.50 5.11 2.50
H -0.67 5.14 1.15
C 3.25 1.88 1.03
H 3.37 2.65 0.26
H 4.23 1.72 1.50
H 2.95 0.94 0.54
C 2.38 1.37 3.33
H 2.22 0.32 3.05
H 3.39 1.46 3.74
H 1.67 1.62 4.14
C 2.60 3.76 2.57
H 2.48 4.48 1.75
H 2.01 4.09 3.43
H 3.65 3.78 2.87
Pb -0.24 -0.35 0.75
N 1.23 -0.51 -1.25
C 1.61 -0.01 -2.25
C 2.66 0.50 -3.10
C 4.00 0.23 -2.74
C 2.39 1.22 -4.28
C 5.04 0.56 -3.61
H 4.21 -0.25 -1.78
C 3.44 1.53 -5.15
H 1.36 1.51 -4.49
C 4.76 1.19 -4.83
H 6.07 0.33 -3.35
H 3.21 2.03 -6.09
H 5.57 1.42 -5.53
S -2.43 -0.52 2.62
C -1.66 -1.30 3.95
N -1.83 -0.81 5.19
C -1.48 -1.54 6.41
C -0.28 -2.43 6.15
C -0.49 -3.27 4.91
N -0.89 -2.39 3.79
H -2.52 -0.06 5.25
H -2.34 -2.14 6.74
H -1.26 -0.80 7.19
H -0.13 -3.09 7.01
H 0.62 -1.82 6.05
H -1.26 -4.03 5.07
H 0.44 -3.78 4.61
H -0.92 -2.82 2.87
*
```

Summary:
HOMO energy = -8.2 eV
F_max = 4.576 eV/Å
ΔE to the lowest compared entry with this formula, charge and spin = 0.0000 eV
molecular weight = 849.1 g/mol
gap between HOMO and LUMO = 5.444 eV
total energy = -2934.42246 Eh

Entry 2:
Molecular formula: C20H20N4
Method: DFT, the ωB97M-V functional and the def2-TZVPD basis

Structure (ORCA input):
```
! RIJCOSX wB97M-V def2-TZVPD def2/J DEFGRID3
* xyz 0 1
C 14.41 7.64 -7.18
C 15.00 7.01 -8.24
C 14.97 5.60 -8.24
N 14.46 4.88 -7.27
C 13.85 5.51 -6.26
C 13.87 6.89 -6.12
H 14.25 8.71 -7.20
H 15.43 7.53 -9.08
H 15.34 5.10 -9.13
H 13.50 4.95 -5.40
H 13.45 7.42 -5.28
C 18.15 9.07 -9.47
C 17.72 9.56 -10.70
C 17.46 8.71 -11.75
N 17.64 7.38 -11.68
C 17.94 6.90 -10.47
C 18.25 7.70 -9.37
H 18.45 9.72 -8.65
H 17.67 10.63 -10.86
H 17.11 9.12 -12.69
H 18.06 5.83 -10.35
H 18.52 7.20 -8.45
C 15.22 3.09 -3.54
C 16.27 3.81 -4.09
C 17.17 4.44 -3.24
N 17.08 4.38 -1.91
C 16.08 3.67 -1.39
C 15.13 3.00 -2.17
H 14.48 2.59 -4.15
H 16.37 3.94 -5.16
H 18.01 4.96 -3.69
H 16.07 3.72 -0.31
H 14.33 2.47 -1.66
C 13.38 9.23 -10.79
C 13.16 10.12 -9.75
C 13.50 11.45 -9.92
N 14.06 11.92 -11.04
C 14.26 11.06 -12.04
C 13.98 9.70 -11.95
H 13.14 8.18 -10.76
H 12.74 9.84 -8.79
H 13.37 12.10 -9.06
H 14.77 11.47 -12.90
H 14.25 8.97 -12.70
*
```

Summary:
HOMO energy = -9.6 eV
F_max = 1.662 eV/Å
ΔE to the lowest compared entry with this formula, charge and spin = 2.3947 eV
molecular weight = 316.4 g/mol
gap between HOMO and LUMO = 10.210 eV
structure (SMILES) = c1ccncc1.c1ccncc1.c1ccncc1.c1ccncc1
total energy = -993.09977 Eh

Entry 3:
Molecular formula: C36H50F6O7
Method: DFT, the ωB97M-V functional and the def2-TZVPD basis

Structure (ORCA input):
```
! RIJCOSX wB97M-V def2-TZVPD def2/J DEFGRID3
* xyz -2 1
C -0.20 1.33 0.57
O 0.05 0.17 -0.20
O -0.29 2.34 -0.34
C -1.31 0.93 1.65
F -2.23 0.08 1.18
F -0.72 0.31 2.62
F -2.03 1.99 2.11
C 0.77 -0.86 0.45
C 1.45 -1.55 -0.72
H 0.90 -1.55 -1.66
H 2.45 -1.11 -0.76
H 1.55 -2.61 -0.47
H 0.11 -1.58 0.92
H 1.59 -0.48 1.06
H 0.68 1.51 1.20
C -1.06 -3.92 -3.25
C -1.99 -2.80 -2.95
O -1.70 -1.65 -3.71
H -1.45 -4.82 -2.78
H -0.05 -3.78 -2.88
H -0.98 -3.95 -4.34
H -1.96 -2.49 -1.90
H -3.03 -3.04 -3.14
F -8.37 1.53 4.31
C -7.08 1.97 4.49
C -6.73 3.01 5.39
C -5.46 3.56 5.24
C -4.56 2.98 4.39
C -4.87 1.89 3.57
C -6.16 1.42 3.60
H -7.46 3.40 6.08
H -5.14 4.28 5.97
H -3.51 3.23 4.38
H -4.20 1.53 2.80
H -6.49 0.67 2.90
F 3.81 -4.16 0.29
C 4.30 -4.94 -0.77
C 5.70 -4.85 -1.10
C 6.28 -5.58 -2.16
C 5.37 -6.29 -2.94
C 3.97 -6.33 -2.71
C 3.41 -5.74 -1.56
H 6.33 -4.26 -0.45
H 7.34 -5.62 -2.35
H 5.76 -6.95 -3.71
H 3.42 -6.97 -3.37
H 2.40 -5.92 -1.22
F 5.25 2.93 -0.21
C 5.72 1.68 -0.13
C 4.89 0.72 0.53
C 5.14 -0.57 0.40
C 6.28 -1.00 -0.30
C 7.21 -0.07 -0.86
C 6.91 1.27 -0.71
H 4.05 1.11 1.08
H 4.48 -1.32 0.81
H 6.37 -2.04 -0.55
H 8.15 -0.23 -1.37
H 7.56 2.04 -1.08
C -4.72 3.67 -1.50
C -4.15 2.33 -1.26
O -3.06 2.14 -1.83
C -4.92 1.24 -0.62
H -5.54 3.63 -2.21
H -4.00 4.31 -2.02
H -5.02 4.19 -0.59
H -5.72 1.55 0.06
H -4.19 0.61 -0.12
H -5.15 0.64 -1.50
C 4.29 1.05 -4.20
C 3.30 -0.03 -3.68
O 2.17 0.24 -3.43
C 3.86 -1.45 -3.49
H 5.26 0.56 -4.15
H 4.35 1.81 -3.43
H 4.13 1.29 -5.25
H 3.07 -2.07 -3.08
H 4.55 -1.15 -2.70
H 4.32 -1.82 -4.41
C -3.49 -2.44 0.68
C -4.34 -2.12 1.89
O -5.56 -1.86 1.90
C -3.63 -2.19 3.30
H -4.23 -2.26 -0.10
H -3.23 -3.49 0.84
H -2.61 -1.85 0.45
H -4.45 -2.36 3.99
H -3.27 -1.17 3.39
H -2.91 -3.01 3.25
C -1.64 5.41 2.15
C -0.47 6.32 2.38
O -0.31 6.79 3.47
C 0.52 6.68 1.27
H -1.67 4.92 1.17
H -2.49 6.09 2.12
H -1.84 4.65 2.90
H -0.01 7.43 0.68
H 0.76 5.82 0.64
H 1.45 7.06 1.69
*
```

Summary:
HOMO energy = 0.3 eV
F_max = 4.274 eV/Å
molecular weight = 708.8 g/mol
gap between HOMO and LUMO = 3.354 eV
total energy = -2527.39790 Eh

Entry 4:
Molecular formula: C9H11N2O10P2W
Method: DFT, the ωB97M-V functional and the def2-TZVPD basis

Structure (ORCA input):
```
! RIJCOSX wB97M-V def2-TZVPD def2/J DEFGRID3
* xyz 1 3
W 0.25 0.63 0.16
O 3.01 -0.85 -2.53
C 2.00 -0.47 -2.03
O 1.78 -0.36 -0.71
C 0.76 -0.10 -2.78
C 0.46 -0.37 -4.10
C -0.87 -0.30 -4.49
C -1.86 -0.05 -3.54
C -1.47 0.25 -2.26
N -0.18 0.30 -1.92
C -2.32 0.08 -1.03
O -3.50 0.11 -1.00
O -1.52 -0.21 0.04
H 1.24 -0.70 -4.76
H -1.15 -0.53 -5.51
H -2.92 -0.13 -3.77
N -0.97 4.88 2.14
C 0.04 3.79 1.83
C 1.45 4.23 2.17
P -0.03 3.34 0.00
O 1.63 0.45 1.48
O -1.16 2.35 -0.26
O 1.21 2.44 -0.26
P -0.62 2.31 2.86
O 0.49 2.09 3.95
O -1.86 2.90 3.41
O -0.66 1.08 1.97
H -1.35 5.36 1.32
H -0.56 5.58 2.75
H -1.72 4.35 2.68
H 1.77 5.09 1.58
H 2.14 3.41 1.99
H 1.51 4.49 3.23
H 2.39 -0.07 1.16
H 1.04 1.31 3.77
*
```

Summary:
HOMO energy (alpha / beta) = -12.3 / -13.7 eV
F_max = 0.848 eV/Å
ΔE to the lowest compared entry with this formula, charge and spin = 0.0000 eV
molecular weight = 553.0 g/mol
gap between HOMO and LUMO (alpha / beta) = 7.945 / 7.146 eV
total energy = -1961.28347 Eh

Entry 5:
Molecular formula: C55H42FeN7O3S
Method: DFT, the ωB97M-V functional and the def2-TZVPD basis

Structure (ORCA input):
```
! RIJCOSX wB97M-V def2-TZVPD def2/J DEFGRID3
* xyz -2 6
Fe -0.64 -0.75 0.67
C 5.23 3.18 4.25
C 4.44 3.67 3.22
C 3.44 2.89 2.67
C 3.20 1.59 3.13
C 3.99 1.11 4.18
C 4.99 1.89 4.73
C 2.12 0.76 2.54
C 0.97 0.52 3.34
C 0.75 1.00 4.65
C -0.62 0.94 4.86
C -1.18 0.40 3.69
C -2.57 0.34 3.30
C -3.49 1.42 3.56
C -4.74 1.51 2.89
C -5.61 2.57 3.07
C -5.28 3.63 3.91
C -4.04 3.60 4.54
C -3.17 2.55 4.37
C -3.00 -0.79 2.53
N -2.25 -1.46 1.58
C -2.94 -2.61 1.29
C -2.48 -3.60 0.37
C -3.38 -4.75 0.09
C -4.60 -4.54 -0.56
C -5.45 -5.60 -0.83
C -5.10 -6.90 -0.46
C -3.89 -7.11 0.19
C -3.05 -6.04 0.47
C -1.29 -3.51 -0.27
C -0.84 -4.43 -1.29
C 0.28 -3.94 -1.82
C 0.59 -2.69 -1.15
N -0.36 -2.48 -0.15
C 1.65 -1.89 -1.47
C 2.04 -0.78 -0.66
C 3.24 -0.04 -0.79
C 3.38 0.67 0.39
C 2.25 0.39 1.19
N 1.41 -0.47 0.52
C 2.49 -2.27 -2.63
C 3.85 -2.55 -2.49
C 4.62 -2.91 -3.58
C 4.05 -3.02 -4.84
C 2.70 -2.75 -5.00
C 1.93 -2.38 -3.91
C -4.12 -2.68 2.04
C -4.16 -1.52 2.81
N -0.20 0.06 2.81
H 6.01 3.79 4.69
H 4.61 4.68 2.85
H 2.80 3.28 1.88
H 3.80 0.11 4.54
H 5.60 1.50 5.54
H 1.49 1.42 5.32
H -1.15 1.21 5.77
H -5.01 0.74 2.18
H -6.54 2.58 2.52
H -5.96 4.46 4.05
H -3.73 4.43 5.17
H -2.20 2.60 4.83
H -4.87 -3.53 -0.85
H -6.39 -5.42 -1.34
H -5.76 -7.73 -0.67
H -3.61 -8.11 0.49
H -2.11 -6.21 0.98
H -1.36 -5.34 -1.56
H 0.88 -4.38 -2.61
H 3.94 -0.10 -1.60
H 4.23 1.28 0.67
H 4.29 -2.47 -1.51
H 5.68 -3.12 -3.44
H 4.66 -3.30 -5.70
H 2.24 -2.83 -5.98
H 0.88 -2.16 -4.03
H -4.82 -3.49 2.03
H -4.89 -1.25 3.56
S -2.30 -0.57 -2.30
C -0.97 -0.07 -1.49
C 0.95 0.66 -5.19
C 2.00 1.05 -4.16
C 1.60 2.12 -3.13
C 0.81 3.29 -3.80
C 1.57 4.02 -4.91
C 2.85 2.75 -2.52
O 3.91 2.84 -3.10
N 2.65 3.32 -1.30
C 1.48 3.22 -0.54
O 1.32 3.99 0.39
N 0.58 2.24 -0.88
C 0.70 1.64 -2.01
O -0.12 0.69 -2.38
H 1.37 -0.11 -5.85
H 0.66 1.50 -5.82
H 0.05 0.25 -4.73
H 2.89 1.41 -4.66
H 2.31 0.16 -3.60
H 0.53 4.01 -3.02
H -0.12 2.87 -4.18
H 2.49 4.47 -4.53
H 0.95 4.81 -5.32
H 1.84 3.34 -5.71
H 3.40 3.87 -0.91
C -1.97 3.71 1.01
C -1.72 2.29 0.88
N -1.48 1.18 0.84
H -2.67 4.05 0.25
H -1.01 4.23 0.91
H -2.39 3.91 2.00
*
```

Summary:
HOMO energy (alpha / beta) = 0.3 / -1.2 eV
F_max = 1.009 eV/Å
ΔE to the lowest compared entry with this formula, charge and spin = 0.0720 eV
molecular weight = 936.9 g/mol
gap between HOMO and LUMO (alpha / beta) = 3.881 / 5.368 eV
total energy = -4392.05258 Eh

Entry 6:
Molecular formula: C32H37N3O4
Method: DFT, the ωB97M-V functional and the def2-TZVPD basis

Structure (ORCA input):
```
! RIJCOSX wB97M-V def2-TZVPD def2/J DEFGRID3
* xyz 0 1
C 4.69 6.29 -1.60
C 4.35 4.97 -2.22
O 2.95 4.73 -1.98
C 2.53 3.49 -2.34
C 1.08 3.47 -2.34
C 0.28 2.46 -3.00
O 0.62 1.35 -3.38
C -1.14 3.03 -3.10
C -1.17 4.24 -2.17
C 0.30 4.67 -2.00
O 3.28 2.56 -2.57
H 5.77 6.47 -1.66
H 4.19 7.10 -2.13
H 4.40 6.32 -0.54
H 4.51 4.99 -3.31
H 4.94 4.15 -1.80
H -1.33 3.35 -4.13
H -1.88 2.26 -2.85
H -1.78 5.05 -2.58
H -1.57 3.97 -1.18
H 0.54 5.06 -1.00
H 0.51 5.48 -2.72
C -1.78 -3.75 3.95
N -1.21 -3.29 2.70
C -1.57 -3.86 1.51
O -2.37 -4.79 1.38
C -0.79 -3.14 0.40
C -1.70 -2.61 -0.71
C -2.40 -3.71 -1.45
C -1.86 -4.75 -2.18
N -2.88 -5.59 -2.58
C -4.10 -5.09 -2.15
C -5.38 -5.62 -2.25
C -6.43 -4.92 -1.63
C -6.17 -3.73 -0.92
C -4.87 -3.21 -0.81
C -3.83 -3.88 -1.44
N -0.11 -2.07 1.14
C 0.59 -1.13 0.48
C 1.28 -0.11 1.11
C 1.95 0.93 0.48
C 2.79 1.85 1.20
C 3.75 2.66 0.53
C 4.55 3.56 1.21
C 4.44 3.69 2.60
C 3.56 2.86 3.30
C 2.75 1.95 2.62
C -0.33 -2.13 2.61
C -1.04 -0.87 3.14
C 0.94 -2.39 3.43
H -2.41 -4.61 3.75
H -0.98 -4.04 4.64
H -2.38 -2.96 4.41
H -0.07 -3.86 -0.03
H -2.47 -1.96 -0.27
H -1.09 -2.01 -1.40
H -0.81 -4.93 -2.40
H -2.75 -6.44 -3.12
H -5.53 -6.55 -2.78
H -7.45 -5.29 -1.70
H -6.99 -3.20 -0.44
H -4.64 -2.29 -0.27
H 0.65 -1.25 -0.60
H 1.35 -0.16 2.19
H 1.88 1.02 -0.61
H 3.87 2.52 -0.54
H 5.26 4.18 0.65
H 5.06 4.42 3.14
H 3.49 2.92 4.39
H 2.06 1.32 3.19
H -2.03 -0.77 2.67
H -1.17 -0.96 4.22
H -0.47 0.03 2.93
H 1.32 -3.40 3.22
H 1.73 -1.67 3.22
H 0.69 -2.32 4.50
*
```

Summary:
HOMO energy = -5.7 eV
F_max = 2.744 eV/Å
ΔE to the lowest compared entry with this formula, charge and spin = 0.4249 eV
molecular weight = 527.7 g/mol
gap between HOMO and LUMO = 3.597 eV
total energy = -1706.75180 Eh

- Number 2 is which compound?
  C20H20N4

Please write out number 3 again, unchanged.
Molecular formula: C36H50F6O7
Method: DFT, the ωB97M-V functional and the def2-TZVPD basis

Structure (ORCA input):
```
! RIJCOSX wB97M-V def2-TZVPD def2/J DEFGRID3
* xyz -2 1
C -0.20 1.33 0.57
O 0.05 0.17 -0.20
O -0.29 2.34 -0.34
C -1.31 0.93 1.65
F -2.23 0.08 1.18
F -0.72 0.31 2.62
F -2.03 1.99 2.11
C 0.77 -0.86 0.45
C 1.45 -1.55 -0.72
H 0.90 -1.55 -1.66
H 2.45 -1.11 -0.76
H 1.55 -2.61 -0.47
H 0.11 -1.58 0.92
H 1.59 -0.48 1.06
H 0.68 1.51 1.20
C -1.06 -3.92 -3.25
C -1.99 -2.80 -2.95
O -1.70 -1.65 -3.71
H -1.45 -4.82 -2.78
H -0.05 -3.78 -2.88
H -0.98 -3.95 -4.34
H -1.96 -2.49 -1.90
H -3.03 -3.04 -3.14
F -8.37 1.53 4.31
C -7.08 1.97 4.49
C -6.73 3.01 5.39
C -5.46 3.56 5.24
C -4.56 2.98 4.39
C -4.87 1.89 3.57
C -6.16 1.42 3.60
H -7.46 3.40 6.08
H -5.14 4.28 5.97
H -3.51 3.23 4.38
H -4.20 1.53 2.80
H -6.49 0.67 2.90
F 3.81 -4.16 0.29
C 4.30 -4.94 -0.77
C 5.70 -4.85 -1.10
C 6.28 -5.58 -2.16
C 5.37 -6.29 -2.94
C 3.97 -6.33 -2.71
C 3.41 -5.74 -1.56
H 6.33 -4.26 -0.45
H 7.34 -5.62 -2.35
H 5.76 -6.95 -3.71
H 3.42 -6.97 -3.37
H 2.40 -5.92 -1.22
F 5.25 2.93 -0.21
C 5.72 1.68 -0.13
C 4.89 0.72 0.53
C 5.14 -0.57 0.40
C 6.28 -1.00 -0.30
C 7.21 -0.07 -0.86
C 6.91 1.27 -0.71
H 4.05 1.11 1.08
H 4.48 -1.32 0.81
H 6.37 -2.04 -0.55
H 8.15 -0.23 -1.37
H 7.56 2.04 -1.08
C -4.72 3.67 -1.50
C -4.15 2.33 -1.26
O -3.06 2.14 -1.83
C -4.92 1.24 -0.62
H -5.54 3.63 -2.21
H -4.00 4.31 -2.02
H -5.02 4.19 -0.59
H -5.72 1.55 0.06
H -4.19 0.61 -0.12
H -5.15 0.64 -1.50
C 4.29 1.05 -4.20
C 3.30 -0.03 -3.68
O 2.17 0.24 -3.43
C 3.86 -1.45 -3.49
H 5.26 0.56 -4.15
H 4.35 1.81 -3.43
H 4.13 1.29 -5.25
H 3.07 -2.07 -3.08
H 4.55 -1.15 -2.70
H 4.32 -1.82 -4.41
C -3.49 -2.44 0.68
C -4.34 -2.12 1.89
O -5.56 -1.86 1.90
C -3.63 -2.19 3.30
H -4.23 -2.26 -0.10
H -3.23 -3.49 0.84
H -2.61 -1.85 0.45
H -4.45 -2.36 3.99
H -3.27 -1.17 3.39
H -2.91 -3.01 3.25
C -1.64 5.41 2.15
C -0.47 6.32 2.38
O -0.31 6.79 3.47
C 0.52 6.68 1.27
H -1.67 4.92 1.17
H -2.49 6.09 2.12
H -1.84 4.65 2.90
H -0.01 7.43 0.68
H 0.76 5.82 0.64
H 1.45 7.06 1.69
*
```

Summary:
HOMO energy = 0.3 eV
F_max = 4.274 eV/Å
molecular weight = 708.8 g/mol
gap between HOMO and LUMO = 3.354 eV
total energy = -2527.39790 Eh